No. 1
Density functional theory data (ωB97M-V with the def2-TZVPD basis set) for a single C2Br2F2O molecule at a distorted geometry.

```
7
Properties=species:S:1:pos:R:3:forces:R:3:nbo_charge:R:1
C -0.7015 0.1167 -0.0547 1.9 -1.0 0.2 -0.451
C 0.3122 0.9679 -0.0180 -0.2 0.2 -0.1 0.696
O 1.3201 -2.4863 0.1226 1.3 0.3 0.1 -0.837
F 0.2128 2.2846 -0.0249 -0.1 -0.3 0.0 -0.286
F 1.5736 0.5955 0.0047 -0.3 0.1 0.0 -0.277
Br -2.5006 0.4356 -0.0515 -0.2 0.0 0.0 0.197
Br -0.2166 -1.9141 0.0219 -2.5 0.9 -0.2 0.957
```
Forces are in eV/Å.

Values from the calculation:
- frontier orbital gap (hartree) = 0.316
- spin multiplicity = 1



No. 2
Density functional theory data (ωB97M-V with the def2-TZVPD basis set) for 2 unconnected molecules or ions with the total composition C2BrCl3F2 at a distorted geometry.

```
8
Properties=species:S:1:pos:R:3:forces:R:3:nbo_charge:R:1
C 1.6699 -0.3972 -0.0516 0.4 -0.4 -0.2 0.620
C -2.1508 1.0526 0.0448 0.4 -0.6 0.0 -0.144
F 2.9232 -0.1749 0.4105 -1.0 -0.2 0.0 -0.310
F 0.8901 0.6170 0.3342 0.6 -0.6 -0.4 -0.292
Cl 1.7949 -0.5598 -1.8218 -0.2 0.5 0.4 -0.006
Cl 1.0047 -1.9498 0.5551 0.4 0.8 0.2 -0.012
Cl -3.4023 2.1627 0.1423 -0.4 -0.1 0.1 0.085
Br -2.7297 -0.7506 0.3865 -0.1 0.7 -0.1 0.059
```
Forces are in eV/Å.

Values from the calculation:
- frontier orbital gap (hartree) = 0.304
- spin multiplicity = 1



No. 3
Density functional theory data (ωB97M-V with the def2-TZVPD basis set) for 2 unconnected molecules or ions with the total composition C2BrCl3FN at a distorted geometry.

```
8
Properties=species:S:1:pos:R:3:forces:R:3:nbo_charge:R:1
C 0.7517 0.1768 -0.2458 -4.8 2.1 0.8 0.681
C -1.2986 0.0934 0.1381 4.0 0.4 -1.1 -0.248
N 1.3248 -0.8038 0.1463 1.9 -2.2 0.1 -0.548
F 1.0162 1.3970 -0.6402 0.6 -0.4 -0.3 -0.289
Cl -1.3731 0.2885 1.8550 -0.3 -0.1 0.0 0.078
Cl -1.9431 1.4852 -0.7454 -0.1 -0.9 0.3 0.062
Cl -1.6844 -1.5089 -0.4319 -0.4 0.6 0.1 0.084
Br 3.2065 -1.1282 -0.0761 -0.9 0.6 0.1 0.180
```
Forces are in eV/Å.

Values from the calculation:
- frontier orbital gap (hartree) = 0.323
- spin multiplicity = 1



No. 4
Density functional theory data (ωB97M-V with the def2-TZVPD basis set) for a molecular structure, C2BrO2S at a distorted geometry.

```
6
Properties=species:S:1:pos:R:3:forces:R:3:nbo_charge:R:1
C -0.8613 -1.4112 -0.1891 -0.8 -3.4 1.0 0.422
C 0.9053 1.0916 -0.7023 -1.4 1.1 -0.7 -0.721
O -0.8372 -2.2516 0.6141 0.1 1.9 -1.5 -0.566
O -1.4613 1.4974 0.0454 -0.3 -0.7 0.5 -1.014
S -0.2106 0.7354 0.3942 -0.4 2.5 0.1 0.926
Br 2.4650 0.3385 -0.1623 2.7 -1.4 0.6 -0.046
```
Forces are in eV/Å.

Values from the calculation:
- charge = -1
- frontier orbital gap (hartree) = 0.260
- spin multiplicity = 1



No. 5
Density functional theory data (ωB97M-V with the def2-TZVPD basis set) for 3 unconnected molecules or ions with the total composition C2Cl2F5N at a distorted geometry.

```
10
Properties=species:S:1:pos:R:3:forces:R:3:nbo_charge:R:1
C -1.8670 0.8993 0.5221 0.0 0.4 -0.5 0.893
C 0.8240 -0.8468 -0.6973 2.0 -0.2 0.4 0.283
N -0.6598 1.2528 0.6882 -0.5 0.1 -1.4 -0.150
F -2.7358 0.3990 1.3394 0.2 -0.2 0.4 -0.261
F -2.4267 1.0779 -0.6758 0.8 -0.1 1.1 -0.278
F 0.5565 -1.4969 0.4646 0.4 1.5 -2.0 -0.278
F -0.1006 1.0140 1.9054 -0.7 -0.3 0.5 -0.196
F 4.0534 -0.8047 -0.7027 -1.1 0.8 -0.1 -0.683
Cl 0.2465 -1.7097 -2.0859 0.4 0.9 1.2 0.133
Cl 2.1095 0.2151 -0.7580 -1.4 -3.1 0.3 0.537
```
Forces are in eV/Å.

Values from the calculation:
- frontier orbital gap (hartree) = 0.264
- spin multiplicity = 1



No. 6
Density functional theory data (ωB97M-V with the def2-TZVPD basis set) for 2 unconnected molecules or ions with the total composition C2Cl2FN at a distorted geometry.

```
6
Properties=species:S:1:pos:R:3:forces:R:3:nbo_charge:R:1
C 0.8925 -0.4563 0.5489 -0.7 -0.3 0.0 0.130
C -0.4069 0.1076 0.4650 0.3 -1.4 -0.4 0.257
N 1.9757 -0.8487 0.6498 -0.2 0.1 -0.1 -0.211
F -1.5226 -0.6215 0.5114 0.9 -0.1 -0.1 -0.272
Cl -0.3386 0.1398 -3.0101 0.0 0.0 0.3 -0.067
Cl -0.6001 1.6791 0.8350 -0.3 1.8 0.3 0.163
```
Forces are in eV/Å.

Values from the calculation:
- frontier orbital gap (alpha / beta) (hartree) = 0.381 / 0.195
- spin multiplicity = 1



| no. | electronic energy (eV) |
| --- | --- |
| 1 | -149635.955 |
| 2 | -115115.547 |
| 3 | -113887.870 |
| 4 | -87044.663 |
| 5 | -42189.100 |
| 6 | -31322.326 |